[1]
Below is a structure of composition C37H32N10O2PZr, with properties calculated with wB97M-V/def2-TZVPD.

```
83
Properties=species:S:1:pos:R:3:forces:R:3
Zr 0.170 1.307 -0.063 0.632 -0.231 -0.271
C 2.356 -0.818 -1.395 0.030 -0.047 0.007
N 2.151 0.389 -0.588 -0.184 0.072 0.065
C 3.186 0.879 0.049 -0.023 0.013 0.103
C 3.057 2.061 0.791 0.004 -0.019 -0.035
C 3.945 2.770 1.620 -0.014 -0.023 0.014
C 3.214 3.812 2.170 0.022 0.006 -0.003
C 1.915 3.702 1.652 0.010 -0.011 0.014
N 1.811 2.663 0.814 0.036 -0.083 -0.057
C 2.791 -2.032 -0.604 0.020 0.036 0.034
C 3.521 -3.030 -1.239 -0.013 0.009 -0.023
C 3.854 -4.197 -0.567 0.007 -0.004 0.036
C 3.463 -4.372 0.753 0.039 0.035 -0.007
C 2.746 -3.374 1.397 0.053 0.043 0.004
C 2.413 -2.207 0.724 0.052 -0.006 0.015
H 3.083 -0.610 -2.185 0.006 -0.017 0.013
H 1.412 -1.029 -1.900 -0.047 0.002 -0.048
H 4.143 0.359 0.024 0.008 0.008 -0.088
H 4.979 2.525 1.803 0.003 -0.002 -0.002
H 3.550 4.543 2.886 -0.009 0.004 -0.002
H 1.064 4.328 1.892 0.002 0.001 0.005
H 3.827 -2.897 -2.271 0.005 0.000 0.002
H 4.424 -4.965 -1.072 0.004 -0.001 -0.003
H 3.723 -5.280 1.280 -0.001 -0.010 0.001
H 2.440 -3.504 2.427 -0.002 0.000 0.004
H 1.843 -1.439 1.235 0.028 0.002 0.002
N 1.908 3.241 -2.000 -0.005 -0.032 0.031
N 1.383 4.522 -1.819 -0.052 0.008 0.048
C 0.284 4.711 -1.075 0.055 0.086 -0.116
N -0.120 5.948 -0.828 0.017 0.032 0.008
N -0.332 3.598 -0.646 0.066 -0.271 0.126
N -1.348 3.669 0.218 -0.262 0.161 -0.035
O -1.988 4.656 0.478 -0.046 -0.059 0.052
O -1.569 2.546 0.735 -0.235 0.187 0.182
H 2.763 3.137 -1.464 -0.009 -0.011 0.024
H 2.070 3.077 -2.986 -0.016 -0.002 0.009
H 1.927 5.329 -2.090 -0.010 0.006 0.003
H 0.413 6.742 -1.141 0.016 -0.009 -0.006
H -0.972 6.089 -0.306 0.008 0.009 -0.019
C 0.156 -5.481 0.366 -0.054 0.005 -0.001
C 0.367 -4.698 -0.761 -0.054 0.017 -0.023
C -0.080 -3.390 -0.784 -0.051 -0.083 0.008
C -0.740 -2.846 0.319 -0.027 0.018 0.012
C -0.977 -3.643 1.432 0.047 0.043 0.036
C -0.524 -4.957 1.454 0.008 -0.028 -0.010
P -1.280 -1.112 0.181 -0.198 0.199 -0.081
C -2.447 -0.799 1.544 -0.036 0.042 -0.055
C -2.041 -0.943 2.873 -0.027 -0.023 0.008
C -2.898 -0.610 3.908 0.005 -0.007 0.016
C -4.166 -0.113 3.630 -0.005 0.007 -0.013
C -4.571 0.046 2.315 -0.009 0.004 -0.003
C -3.717 -0.294 1.274 0.036 -0.020 0.006
C -2.286 -1.120 -1.317 0.053 -0.069 0.028
C -3.208 -2.109 -1.553 0.011 0.008 0.015
C -3.971 -2.105 -2.732 0.006 0.019 -0.024
C -3.765 -1.122 -3.659 -0.016 -0.017 0.011
C -2.803 -0.107 -3.453 0.045 0.002 0.025
C -2.568 0.871 -4.448 0.001 0.011 0.009
C -1.616 1.822 -4.250 -0.004 0.013 -0.022
C -0.887 1.852 -3.039 -0.073 -0.081 0.009
C -1.056 0.947 -2.007 0.009 0.031 0.013
C -2.044 -0.079 -2.251 0.010 -0.052 -0.010
H 0.509 -6.504 0.389 0.005 -0.006 0.005
H 0.881 -5.107 -1.621 -0.006 0.000 0.002
H 0.060 -2.794 -1.677 0.034 0.033 -0.046
H -1.522 -3.257 2.282 0.009 -0.042 -0.033
H -0.712 -5.570 2.325 -0.004 -0.003 0.004
H -1.049 -1.308 3.105 -0.030 0.010 0.017
H -2.572 -0.727 4.932 0.006 -0.003 0.002
H -4.832 0.152 4.440 -0.001 0.000 0.002
H -5.555 0.436 2.092 -0.003 0.000 0.004
H -4.046 -0.163 0.252 -0.006 0.001 0.004
H -3.346 -2.901 -0.825 -0.008 0.000 0.000
H -4.703 -2.882 -2.904 -0.001 -0.002 -0.002
H -4.333 -1.113 -4.582 -0.004 -0.005 -0.001
H -3.149 0.841 -5.362 0.006 0.000 -0.006
H -1.421 2.568 -5.010 -0.005 -0.002 -0.004
H -0.169 2.651 -2.943 0.048 0.037 0.007
N 0.264 0.681 1.973 0.118 0.004 0.052
C 0.369 1.035 3.098 -0.006 0.150 -0.121
N 0.407 1.328 4.311 -0.043 -0.097 0.093
C 1.017 2.420 4.767 0.038 -0.028 -0.026
N 1.527 3.356 5.206 -0.016 0.030 0.007
```
Positions in Å, forces in eV/Å.

LUMO level (eV): -3.836
HOMO (eV): -10.66
Molar mass (g/mol): 770.929
Charge: +1
2S+1: 1


[2]
Below is a structure of composition C24H51Cl3CrNO6PSSi5Te at a distorted geometry, with properties calculated with wB97M-V/def2-TZVPD.

```
94
Properties=species:S:1:pos:R:3:forces:R:3
Cr 7.729 10.578 13.306 0.725 1.272 -1.864
C 10.019 12.730 11.757 -1.200 0.127 1.592
C 9.368 11.437 12.317 0.046 0.602 -0.352
O 10.121 10.472 12.316 -0.169 -0.612 0.642
H 10.848 12.322 11.216 1.027 0.412 -0.058
H 10.212 13.415 12.653 0.174 -0.962 -1.365
H 9.378 13.261 11.060 -0.316 0.144 0.021
C 12.456 9.874 18.133 0.060 -0.151 0.618
Si 11.273 10.048 16.696 0.713 -1.083 -1.310
C 10.932 8.213 16.164 1.580 0.769 -1.031
C 12.253 10.925 15.337 0.984 -0.074 0.398
Si 9.320 11.108 17.017 -1.054 1.672 1.194
Te 8.380 12.420 15.064 0.230 0.006 0.736
Si 9.912 13.061 18.356 -0.551 -0.744 -0.077
C 10.926 12.655 19.872 -0.219 1.622 0.999
C 10.820 14.331 17.320 -2.318 -1.826 -1.068
C 8.369 13.998 18.984 2.184 1.084 -0.599
Si 7.771 9.919 18.380 -0.177 -0.248 -1.155
C 7.997 8.081 17.929 0.315 0.025 -0.879
C 6.063 10.602 18.070 0.029 0.580 0.546
C 7.986 10.109 20.199 1.140 1.112 1.781
H 13.238 9.061 17.918 -0.924 1.475 0.406
H 11.848 9.587 19.013 0.457 -0.149 -0.224
H 12.827 10.900 18.369 0.389 -0.999 -0.224
H 11.835 7.812 15.570 -1.365 0.376 0.965
H 10.028 8.077 15.602 -0.291 0.207 -0.769
H 10.721 7.633 17.035 0.399 -0.574 0.840
H 12.724 11.897 15.546 -0.481 -0.061 0.536
H 11.693 11.096 14.423 0.075 -0.516 -0.328
H 13.155 10.274 15.246 -0.622 0.136 -0.659
H 11.766 12.012 19.766 0.813 -0.360 -0.316
H 10.382 12.281 20.738 -0.356 -0.081 -0.106
H 11.276 13.684 20.183 0.010 -0.955 -0.121
H 11.648 13.951 16.785 0.757 -0.544 -0.833
H 11.146 15.126 17.884 0.429 2.142 1.307
H 9.967 14.564 16.630 1.078 0.402 0.209
H 7.942 13.601 19.849 -0.985 -1.034 1.232
H 7.691 14.097 18.170 -0.889 0.091 -0.551
H 8.695 15.016 19.292 -0.086 -0.379 -0.354
H 8.208 7.965 16.808 -0.578 0.087 1.648
H 7.127 7.484 18.235 0.127 0.069 -0.261
H 8.868 7.682 18.475 -0.181 0.108 -0.157
H 5.827 10.556 17.028 -0.389 -0.235 -0.693
H 6.099 11.688 18.303 -0.078 -0.521 0.110
H 5.288 10.117 18.689 0.261 0.190 -0.284
H 9.048 10.073 20.502 -0.133 -0.165 -0.227
H 7.520 9.319 20.790 -0.304 -0.039 -0.131
H 7.672 11.103 20.633 -0.059 -0.931 -0.676
O 5.705 15.672 14.317 -0.222 -1.144 -0.204
S 5.327 14.254 14.235 -0.019 1.273 0.763
N 5.737 13.509 13.042 -0.038 0.279 -0.412
C 10.301 15.731 6.266 0.124 -1.314 1.027
C 9.221 15.302 7.289 -1.356 -1.173 -1.363
C 8.290 14.219 7.036 1.899 0.822 -0.821
C 7.284 13.778 7.881 0.674 0.788 0.390
C 6.370 12.677 7.292 0.900 -0.490 1.175
C 7.271 14.438 9.166 -0.478 0.437 -0.087
C 6.221 14.047 10.233 0.680 -0.053 -2.039
O 6.412 12.744 10.577 0.200 -0.216 1.140
C 8.149 15.529 9.436 -0.797 -1.374 -0.165
C 8.129 16.312 10.725 0.466 -0.561 -0.289
C 9.065 15.952 8.479 0.244 1.114 0.201
H 10.019 16.331 5.397 -0.385 -0.051 0.306
H 10.835 14.824 5.894 -0.440 0.583 0.143
H 11.022 16.263 6.881 0.245 0.314 -0.346
H 8.478 13.712 6.077 -0.438 0.071 0.355
H 7.035 11.975 6.713 -0.816 0.506 0.695
H 5.640 13.077 6.615 -0.231 0.502 -0.410
H 5.772 12.157 8.069 0.649 0.100 -0.448
H 6.109 14.766 11.015 0.489 0.022 0.780
H 9.164 16.655 10.962 -1.017 -0.048 -0.046
H 7.729 15.718 11.531 0.210 -0.092 0.479
H 7.425 17.111 10.574 -0.034 0.819 0.217
H 9.584 16.911 8.687 0.046 -0.870 -0.117
C 8.359 10.735 9.362 1.439 -0.437 -0.259
O 8.697 9.518 10.073 -0.774 -0.059 -0.293
P 7.778 9.028 11.300 0.883 0.165 0.386
O 8.534 7.680 11.698 0.311 -0.227 -0.468
C 9.273 7.466 12.896 -0.852 0.101 0.497
O 6.567 8.359 10.527 -0.421 0.429 -0.669
C 5.607 7.581 11.238 0.504 -1.844 -1.582
H 9.111 10.813 8.548 -0.622 -0.216 0.283
H 8.568 11.577 10.008 -0.516 0.209 0.065
H 7.349 10.720 8.961 -0.008 0.030 0.164
H 10.211 8.019 12.906 0.375 -0.650 -0.373
H 9.259 6.361 13.029 0.642 0.897 0.062
H 8.709 7.929 13.705 -0.131 -0.315 0.345
H 5.452 6.636 10.595 0.091 1.382 1.127
H 4.704 8.133 11.314 -0.842 0.448 0.187
H 5.991 7.298 12.202 -0.020 -0.154 0.490
Cl 6.601 9.304 14.711 -0.510 -0.967 0.499
Si 6.113 12.102 12.135 0.030 -0.804 -0.394
Cl 4.252 11.113 11.713 0.324 0.189 0.224
Cl 4.576 14.242 9.486 -0.734 0.114 -0.326
```
Positions in Å, forces in eV/Å.

LUMO level (alpha / beta) (eV): 1.778 / 1.895
Expectation value of S²: 3.93
HOMO (alpha / beta) (eV): -4.70 / -4.71
Molar mass (g/mol): 939.099
Charge: -1
2S+1: 4


[3]
Below is a structure of composition C12H26ErNO3P2 at a distorted geometry, with properties calculated with wB97M-V/def2-TZVPD.

```
45
Properties=species:S:1:pos:R:3:forces:R:3
Er 0.394 0.811 0.507 4.283 -1.873 0.222
P 2.458 -1.132 1.056 0.258 -0.424 -1.557
C 2.279 -1.349 -0.732 -0.785 1.297 -1.261
C 1.047 -1.517 -1.454 1.416 0.529 1.686
N -0.129 -0.914 -0.994 -0.181 0.530 0.827
C -1.331 -1.331 -1.480 0.118 -1.429 -1.148
C -1.379 -2.335 -2.435 -1.307 1.054 0.765
C -0.201 -2.864 -2.986 1.074 0.236 -0.265
C 1.012 -2.393 -2.570 -0.626 -0.328 -0.432
C -2.624 -0.733 -0.939 0.500 -0.052 0.368
P -2.479 0.972 -0.211 -3.620 -1.934 -0.664
H 1.951 -2.776 -2.962 -0.229 0.069 0.095
H -2.344 -2.680 -2.797 0.157 0.054 0.093
H -0.253 -3.629 -3.754 -0.050 0.086 0.095
H -3.338 -0.639 -1.789 0.203 -0.108 0.826
H -3.036 -1.370 -0.116 0.172 0.407 -0.692
H 3.131 1.655 -0.844 0.916 -1.332 -0.940
H 3.172 -1.415 -1.371 -0.258 -0.451 0.472
H -0.136 6.158 -1.253 -0.194 0.323 -0.294
O 2.377 1.910 -0.343 -1.295 0.369 0.665
H 2.591 2.823 -0.198 -0.081 1.197 0.462
H -1.525 0.849 0.938 -1.365 0.740 -0.477
O -0.391 5.459 -0.648 1.588 -0.857 0.826
H 0.479 5.259 -0.206 -1.393 0.464 -0.500
C -2.890 2.079 -1.638 1.295 1.105 0.009
H -3.882 1.810 -2.056 0.471 -0.318 0.702
H -2.920 3.122 -1.290 -0.016 -0.228 -0.161
H -2.143 2.003 -2.440 -0.159 -0.026 0.258
C -3.957 1.202 0.871 0.669 0.065 0.215
H -3.684 2.056 1.502 -0.365 -0.034 0.019
H -4.896 1.419 0.332 0.638 -0.162 0.019
H -4.078 0.326 1.523 0.026 0.208 -0.180
C 2.453 -2.928 1.503 -0.153 0.117 0.783
H 3.448 -3.368 1.323 -0.418 0.234 0.038
H 2.185 -3.024 2.567 0.172 -0.259 -0.330
H 1.705 -3.449 0.878 0.323 0.352 0.362
C 4.229 -0.593 1.299 -0.010 0.063 0.407
H 4.348 -0.288 2.356 -0.059 -0.129 -0.480
H 4.945 -1.415 1.123 -0.470 0.273 -0.098
H 4.527 0.271 0.674 -0.344 -0.466 0.248
C -0.228 0.384 3.849 -0.001 0.027 0.086
O -0.003 0.629 2.454 -1.125 0.447 -0.052
H -1.202 0.754 4.186 0.091 0.183 -0.309
H 0.539 0.868 4.463 -0.035 0.041 -0.303
H -0.221 -0.679 4.099 0.170 -0.063 -0.404
```
Positions in Å, forces in eV/Å.

LUMO level (alpha / beta) (eV): -8.091 / -7.998
Expectation value of S²: 3.76
HOMO (alpha / beta) (eV): -12.30 / -12.41
Molar mass (g/mol): 461.552
Charge: +2
2S+1: 4


In the order shown, the computed energy relative to the best compared isomer or geometry (same formula, charge and spin) values come out to 21.0; 0.0; 0.0 kJ/mol.